Record 1
{
  "formula": "C65H123B5F20N15O5",
  "method": "the ωB97M-V functional and the def2-TZVPD basis",
  "charge": 3,
  "gap_ev": 0.807,
  "e_homo_ev": -9.28,
  "species": ["C", "C", "C", "C", "C", "C", "N", "O", "C", "C", "C", "H", "H", "H", "H", "H", "H", "H", "H", "H", "H", "H", "H", "H", "H", "H", "H", "H", "H", "C", "C", "C", "C", "C", "C", "N", "O", "C", "C", "C", "H", "H", "H", "H", "H", "H", "H", "H", "H", "H", "H", "H", "H", "H", "H", "H", "H", "H", "C", "C", "C", "C", "C", "C", "N", "O", "C", "C", "C", "H", "H", "H", "H", "H", "H", "H", "H", "H", "H", "H", "H", "H", "H", "H", "H", "H", "H", "C", "C", "N", "C", "C", "N", "C", "C", "H", "H", "H", "H", "H", "H", "H", "H", "H", "H", "H", "C", "C", "N", "C", "C", "N", "C", "C", "H", "H", "H", "H", "H", "H", "H", "H", "H", "H", "H", "C", "C", "N", "C", "C", "N", "C", "C", "H", "H", "H", "H", "H", "H", "H", "H", "H", "H", "H", "C", "C", "N", "C", "C", "N", "C", "C", "H", "H", "H", "H", "H", "H", "H", "H", "H", "H", "H", "C", "C", "N", "C", "C", "N", "C", "C", "H", "H", "H", "H", "H", "H", "H", "H", "H", "H", "H", "C", "C", "N", "C", "C", "N", "C", "C", "H", "H", "H", "H", "H", "H", "H", "H", "H", "H", "H", "C", "C", "O", "O", "H", "H", "H", "B", "F", "F", "F", "F", "B", "F", "F", "F", "F", "B", "F", "F", "F", "F", "B", "F", "F", "F", "F", "B", "F", "F", "F", "F"],
  "xyz": [[0.556, -1.630, -0.547], [1.513, -0.486, -1.136], [1.089, 0.006, -2.552], [-0.093, 0.993, -2.688], [0.228, 2.143, -1.690], [0.486, 1.799, -0.207], [1.543, 0.688, -0.154], [2.272, 0.486, 1.019], [-0.805, 1.300, 0.535], [1.194, 3.070, 0.403], [2.973, -0.970, -1.396], [0.576, -2.564, -1.107], [-0.472, -1.269, -0.542], [0.828, -1.930, 0.465], [0.900, -0.865, -3.180], [1.899, 0.379, -3.180], [-1.015, 0.481, -2.413], [-0.225, 1.353, -3.708], [-0.608, 2.842, -1.709], [1.155, 2.591, -2.047], [-1.413, 2.120, 0.918], [-0.630, 0.707, 1.433], [-1.322, 0.690, -0.205], [0.652, 3.969, 0.107], [2.248, 3.206, 0.157], [1.088, 2.990, 1.485], [3.047, -1.628, -2.263], [3.228, -1.499, -0.478], [3.740, -0.212, -1.553], [-1.017, 7.332, -10.490], [0.229, 8.299, -10.219], [0.079, 8.941, -8.853], [0.194, 7.997, -7.657], [1.585, 7.187, -7.679], [1.864, 6.539, -9.015], [1.502, 7.451, -10.209], [2.069, 7.052, -11.426], [1.014, 5.179, -9.232], [3.381, 6.262, -9.144], [0.403, 9.332, -11.366], [-1.535, 6.857, -9.657], [-0.668, 6.431, -10.994], [-1.742, 7.879, -11.092], [-0.877, 9.465, -8.860], [0.876, 9.672, -8.716], [-0.656, 7.324, -7.768], [0.111, 8.505, -6.696], [1.628, 6.478, -6.852], [2.392, 7.872, -7.417], [1.401, 4.607, -10.075], [-0.076, 5.168, -9.199], [1.249, 4.501, -8.411], [3.705, 5.626, -9.968], [3.779, 5.688, -8.308], [4.048, 7.124, -9.151], [-0.455, 10.001, -11.418], [0.284, 8.875, -12.348], [1.349, 9.871, -11.427], [0.155, -12.422, -0.143], [-1.356, -12.472, 0.067], [-2.141, -12.938, -1.250], [-3.599, -13.269, -1.118], [-3.791, -14.422, -0.098], [-3.099, -14.126, 1.286], [-1.713, -13.543, 1.154], [-0.834, -13.563, 2.271], [-2.872, -15.465, 2.093], [-3.987, -13.216, 2.099], [-1.864, -11.012, 0.371], [0.755, -12.115, 0.714], [0.445, -11.912, -1.061], [0.378, -13.485, -0.240], [-1.517, -13.677, -1.752], [-2.060, -12.227, -2.072], [-3.995, -13.540, -2.097], [-4.149, -12.387, -0.790], [-3.347, -15.300, -0.568], [-4.844, -14.704, -0.064], [-3.755, -16.103, 2.117], [-2.557, -15.171, 3.094], [-2.046, -16.048, 1.686], [-3.715, -12.949, 3.120], [-4.925, -13.730, 2.309], [-4.236, -12.289, 1.582], [-1.556, -10.709, 1.371], [-2.950, -10.923, 0.367], [-1.412, -10.331, -0.351], [-6.224, 5.769, -3.374], [-6.650, 6.879, -2.404], [-7.038, 8.047, -3.096], [-8.145, 8.148, -3.973], [-8.107, 9.405, -4.480], [-7.117, 10.125, -3.860], [-6.405, 9.278, -3.067], [-6.781, 11.582, -4.058], [-7.006, 5.216, -3.896], [-5.617, 4.967, -2.955], [-5.644, 6.203, -4.188], [-5.933, 7.362, -1.741], [-7.407, 6.460, -1.741], [-8.812, 7.327, -4.193], [-8.795, 9.834, -5.193], [-5.486, 9.480, -2.536], [-6.149, 11.902, -3.230], [-7.708, 12.142, -4.183], [-6.219, 11.731, -4.980], [10.629, -0.791, -2.886], [11.313, -0.864, -1.450], [12.259, 0.248, -1.252], [12.084, 1.605, -1.509], [13.276, 2.252, -1.207], [14.160, 1.339, -0.559], [13.513, 0.090, -0.578], [15.367, 1.562, 0.116], [9.895, 0.008, -2.992], [10.079, -1.711, -3.081], [11.367, -0.732, -3.686], [11.928, -1.763, -1.408], [10.598, -0.885, -0.627], [11.227, 2.014, -2.024], [13.613, 3.270, -1.334], [13.929, -0.806, -0.141], [15.484, 2.635, 0.272], [16.188, 1.160, -0.477], [15.435, 1.102, 1.102], [-10.299, -1.632, -3.984], [-8.971, -0.883, -3.946], [-7.834, -1.616, -3.533], [-7.438, -1.737, -2.249], [-6.599, -2.722, -2.123], [-6.304, -3.162, -3.429], [-7.144, -2.480, -4.293], [-5.317, -4.135, -3.762], [-10.157, -2.411, -4.733], [-11.164, -1.019, -4.237], [-10.400, -2.072, -2.992], [-9.090, -0.099, -3.198], [-8.887, -0.472, -4.952], [-7.866, -0.976, -1.615], [-6.152, -3.076, -1.206], [-7.241, -2.516, -5.368], [-4.357, -3.633, -3.639], [-5.459, -4.373, -4.816], [-5.371, -5.001, -3.102], [2.762, -6.398, 6.960], [2.974, -7.865, 6.523], [4.032, -8.546, 7.333], [5.254, -9.048, 6.898], [5.838, -9.752, 7.910], [5.042, -9.602, 9.040], [3.969, -8.872, 8.639], [5.425, -10.069, 10.318], [3.690, -5.905, 6.672], [2.362, -6.429, 7.973], [1.943, -6.037, 6.338], [3.276, -7.940, 5.479], [2.073, -8.454, 6.693], [5.642, -8.880, 5.904], [6.789, -10.245, 8.044], [3.103, -8.757, 9.274], [5.739, -9.189, 10.880], [6.302, -10.706, 10.195], [4.602, -10.571, 10.827], [-5.698, -2.201, 8.480], [-4.342, -1.621, 8.350], [-4.315, -0.297, 7.822], [-4.632, 0.064, 6.501], [-4.614, 1.439, 6.532], [-4.327, 1.942, 7.738], [-4.188, 0.891, 8.568], [-4.201, 3.339, 8.176], [-5.735, -3.028, 9.188], [-6.164, -2.490, 7.538], [-6.319, -1.462, 8.986], [-3.667, -2.245, 7.764], [-3.873, -1.634, 9.333], [-4.866, -0.729, 5.807], [-4.807, 2.104, 5.703], [-3.821, 0.989, 9.579], [-3.367, 3.828, 7.673], [-4.031, 3.283, 9.251], [-5.171, 3.779, 7.943], [0.479, 10.451, 4.732], [0.584, 9.112, 5.560], [0.331, 9.257, 6.957], [-0.704, 9.920, 7.657], [-0.602, 9.791, 9.037], [0.533, 9.005, 9.218], [1.062, 8.672, 7.988], [1.261, 8.726, 10.457], [0.867, 11.316, 5.269], [-0.592, 10.614, 4.608], [0.975, 10.306, 3.772], [1.615, 8.810, 5.376], [0.061, 8.220, 5.215], [-1.427, 10.430, 7.038], [-1.116, 10.182, 9.902], [1.914, 8.026, 7.833], [2.174, 8.165, 10.257], [0.634, 8.128, 11.119], [1.545, 9.670, 10.922], [1.977, 0.949, 7.425], [2.659, 2.280, 7.688], [3.056, 2.531, 8.859], [2.877, 3.067, 6.726], [2.638, 0.340, 6.807], [1.156, 1.322, 6.813], [1.597, 0.399, 8.286], [3.676, -7.353, -4.002], [2.729, -7.077, -4.981], [4.810, -6.642, -4.194], [3.310, -6.925, -2.724], [4.109, -8.683, -3.977], [6.020, 4.148, -2.858], [5.263, 5.136, -2.371], [7.167, 4.710, -3.405], [6.398, 3.389, -1.777], [5.395, 3.374, -3.817], [6.959, -6.742, 1.039], [7.335, -6.116, -0.148], [5.986, -6.039, 1.734], [6.408, -7.935, 0.603], [8.063, -6.896, 1.823], [-5.298, 7.801, 3.377], [-5.062, 8.753, 2.462], [-4.329, 6.808, 3.382], [-5.377, 8.390, 4.621], [-6.462, 7.124, 3.241], [-4.132, 0.516, -8.489], [-4.605, 1.457, -7.589], [-3.701, 1.098, -9.663], [-3.021, -0.133, -7.960], [-5.079, -0.343, -8.840]]
}

***

Record 2
{
  "formula": "C65H135N7O27",
  "method": "the ωB97M-V functional and the def2-TZVPD basis",
  "charge": -2,
  "gap_ev": 3.882,
  "e_homo_ev": -1.31,
  "e_above_lowest_kcal_mol": 0.0,
  "species": ["C", "C", "C", "N", "C", "C", "C", "C", "C", "H", "H", "H", "H", "H", "H", "H", "H", "H", "H", "H", "H", "H", "H", "H", "H", "H", "H", "C", "C", "C", "N", "C", "C", "C", "C", "C", "H", "H", "H", "H", "H", "H", "H", "H", "H", "H", "H", "H", "H", "H", "H", "H", "H", "H", "C", "C", "C", "N", "C", "C", "C", "C", "C", "H", "H", "H", "H", "H", "H", "H", "H", "H", "H", "H", "H", "H", "H", "H", "H", "H", "H", "C", "C", "C", "N", "C", "C", "C", "C", "C", "H", "H", "H", "H", "H", "H", "H", "H", "H", "H", "H", "H", "H", "H", "H", "H", "H", "H", "C", "C", "C", "N", "C", "C", "C", "C", "C", "H", "H", "H", "H", "H", "H", "H", "H", "H", "H", "H", "H", "H", "H", "H", "H", "H", "H", "C", "C", "C", "N", "C", "C", "C", "C", "C", "H", "H", "H", "H", "H", "H", "H", "H", "H", "H", "H", "H", "H", "H", "H", "H", "H", "H", "C", "C", "C", "N", "C", "C", "C", "C", "C", "H", "H", "H", "H", "H", "H", "H", "H", "H", "H", "H", "H", "H", "H", "H", "H", "H", "H", "O", "C", "O", "O", "H", "O", "C", "O", "O", "H", "O", "C", "O", "O", "H", "O", "C", "O", "O", "H", "O", "C", "O", "O", "H", "O", "C", "O", "O", "H", "O", "C", "O", "O", "H", "O", "C", "O", "O", "H", "O", "C", "O", "O", "H"],
  "xyz": [[-1.957, -0.620, -1.937], [-0.694, -1.023, -1.127], [-0.914, -1.248, 0.335], [0.459, -1.178, 1.160], [1.328, -2.349, 0.744], [1.194, 0.157, 1.048], [2.031, 0.214, 2.327], [1.096, -0.413, 3.410], [0.104, -1.283, 2.630], [-1.722, -0.819, -2.982], [-2.066, 0.460, -1.844], [-2.783, -1.261, -1.628], [0.151, -0.356, -1.295], [-0.425, -1.927, -1.673], [-1.479, -2.149, 0.571], [-1.617, -0.521, 0.742], [2.165, -2.514, 1.422], [1.810, -2.100, -0.201], [0.729, -3.259, 0.787], [1.712, 0.205, 0.090], [0.463, 0.954, 1.180], [2.828, -0.497, 2.110], [2.318, 1.235, 2.578], [1.670, -1.133, 3.992], [0.577, 0.220, 4.130], [0.072, -2.306, 3.004], [-0.901, -0.861, 2.669], [6.348, 6.325, 0.842], [5.640, 5.026, 0.500], [6.671, 3.758, 0.416], [5.902, 2.360, 0.383], [5.307, 2.313, 1.798], [6.892, 1.230, -0.127], [6.714, 1.320, -1.620], [5.379, 1.941, -1.962], [4.767, 2.296, -0.641], [5.672, 7.165, 1.003], [6.954, 6.677, 0.007], [6.964, 6.179, 1.729], [5.130, 5.095, -0.461], [4.846, 4.789, 1.209], [7.353, 3.596, 1.250], [7.108, 3.838, -0.580], [4.438, 2.934, 2.013], [6.111, 2.448, 2.521], [4.952, 1.284, 1.853], [6.425, 0.330, 0.273], [7.871, 1.635, 0.130], [6.788, 0.327, -2.064], [7.539, 1.741, -2.194], [4.777, 1.396, -2.689], [5.667, 2.828, -2.527], [4.144, 1.454, -0.341], [4.200, 3.218, -0.513], [-1.965, 5.497, -6.781], [-2.449, 4.070, -6.610], [-1.501, 3.089, -7.305], [-1.922, 1.653, -7.239], [-1.983, 1.074, -5.812], [-0.860, 0.838, -8.000], [-1.670, 0.156, -9.070], [-3.154, 0.026, -8.607], [-3.255, 1.393, -7.919], [-2.753, 6.043, -6.262], [-2.111, 5.789, -7.820], [-0.945, 5.700, -6.452], [-3.505, 3.931, -6.842], [-2.438, 3.832, -5.547], [-0.460, 3.180, -6.994], [-1.615, 3.254, -8.377], [-1.065, 1.306, -5.271], [-2.146, -0.003, -5.832], [-2.784, 1.468, -5.187], [-0.311, 0.119, -7.393], [-0.107, 1.538, -8.363], [-1.310, -0.814, -9.413], [-1.603, 0.812, -9.938], [-3.454, -0.687, -7.839], [-3.822, -0.103, -9.458], [-3.971, 1.425, -7.098], [-3.498, 2.278, -8.507], [-5.155, -3.159, -1.148], [-5.609, -4.293, -0.050], [-5.114, -5.662, -0.441], [-5.251, -6.762, 0.683], [-6.838, -6.935, 0.862], [-4.601, -8.095, 0.243], [-3.809, -8.673, 1.435], [-4.347, -7.835, 2.640], [-4.569, -6.425, 2.003], [-4.192, -2.705, -0.917], [-5.937, -2.407, -1.255], [-5.040, -3.430, -2.197], [-6.690, -4.338, 0.084], [-5.313, -3.948, 0.940], [-4.077, -5.662, -0.779], [-5.733, -6.230, -1.134], [-7.080, -7.718, 1.581], [-7.338, -7.143, -0.084], [-7.259, -6.027, 1.294], [-5.378, -8.811, -0.025], [-4.017, -7.891, -0.655], [-3.955, -9.732, 1.647], [-2.748, -8.487, 1.273], [-5.240, -8.214, 3.138], [-3.532, -7.810, 3.363], [-5.130, -5.665, 2.547], [-3.593, -6.021, 1.734], [2.293, 8.491, -0.715], [1.365, 7.573, -1.590], [0.460, 6.626, -0.743], [-0.463, 5.658, -1.509], [-1.363, 6.479, -2.407], [-1.179, 4.860, -0.458], [-0.463, 3.543, -0.210], [0.253, 3.217, -1.532], [0.271, 4.518, -2.328], [2.789, 8.034, 0.141], [1.797, 9.412, -0.406], [3.190, 8.736, -1.284], [2.042, 7.082, -2.289], [0.748, 8.184, -2.249], [-0.131, 7.332, -0.159], [1.243, 6.023, -0.283], [-1.544, 7.496, -2.057], [-2.306, 5.984, -2.638], [-0.781, 6.518, -3.328], [-2.043, 4.621, -1.079], [-1.520, 5.443, 0.397], [-1.202, 2.838, 0.169], [0.205, 3.608, 0.649], [-0.410, 2.435, -1.904], [1.245, 2.776, -1.436], [-0.281, 4.376, -3.257], [1.278, 4.832, -2.601], [-0.303, 2.281, 8.443], [-0.605, 2.475, 6.962], [-0.680, 3.936, 6.658], [-1.433, 4.323, 5.326], [-0.918, 3.434, 4.111], [-2.972, 4.178, 5.451], [-3.633, 5.505, 5.368], [-2.622, 6.406, 4.630], [-1.257, 5.830, 5.045], [0.596, 2.792, 8.786], [-0.071, 1.228, 8.602], [-1.240, 2.523, 8.944], [-1.508, 2.024, 6.551], [0.211, 2.047, 6.381], [0.363, 4.141, 6.418], [-1.007, 4.553, 7.494], [-1.427, 3.861, 3.246], [-1.199, 2.388, 4.236], [0.130, 3.702, 3.983], [-3.309, 3.541, 4.633], [-3.298, 3.719, 6.385], [-4.542, 5.463, 4.768], [-3.962, 5.774, 6.372], [-2.736, 6.277, 3.554], [-2.745, 7.473, 4.816], [-0.407, 6.031, 4.393], [-0.956, 6.284, 5.990], [-0.896, -8.703, -1.178], [0.599, -8.443, -1.045], [0.964, -7.645, 0.301], [2.490, -7.218, 0.384], [3.469, -8.388, 0.779], [2.501, -6.149, 1.533], [3.830, -5.326, 1.428], [4.138, -5.422, -0.112], [3.064, -6.359, -0.773], [-1.147, -9.416, -1.963], [-1.427, -7.795, -1.464], [-1.395, -9.086, -0.288], [0.966, -7.799, -1.845], [1.181, -9.352, -1.196], [0.662, -8.272, 1.140], [0.331, -6.776, 0.120], [4.445, -7.975, 1.035], [3.498, -9.176, 0.026], [2.972, -8.748, 1.680], [2.342, -6.596, 2.515], [1.615, -5.546, 1.337], [4.736, -5.741, 1.869], [3.678, -4.352, 1.892], [5.160, -5.684, -0.387], [3.952, -4.424, -0.510], [3.378, -7.000, -1.597], [2.194, -5.793, -1.104], [3.471, 6.023, 2.794], [2.316, 5.383, 2.651], [1.331, 6.068, 2.644], [2.235, 4.189, 2.315], [2.784, 6.689, 2.868], [-5.151, 1.907, 1.373], [-3.921, 2.190, 1.653], [-3.103, 1.312, 1.336], [-3.665, 3.277, 2.089], [-4.614, 1.135, 1.178], [4.284, -2.294, 5.066], [3.609, -3.404, 5.255], [2.812, -3.669, 4.389], [3.705, -4.040, 6.323], [3.900, -2.358, 4.188], [-5.101, 2.089, -2.615], [-4.521, 2.799, -3.477], [-3.392, 3.252, -3.070], [-5.140, 3.064, -4.594], [-4.477, 2.134, -1.887], [-0.599, -0.604, 6.037], [-0.573, -1.846, 6.465], [0.312, -2.635, 6.007], [-1.539, -2.217, 7.078], [-1.464, -0.480, 6.435], [4.474, -1.885, -2.378], [5.227, -1.845, -1.289], [4.642, -1.351, -0.303], [6.345, -2.404, -1.322], [3.973, -1.627, -1.601], [1.395, 0.841, -3.882], [1.981, 1.673, -4.761], [1.718, 1.626, -6.029], [2.544, 2.687, -4.260], [1.665, 1.306, -3.086], [-2.086, -5.031, -1.769], [-1.423, -4.327, -2.642], [-0.252, -4.621, -2.527], [-1.975, -3.523, -3.456], [-1.159, -5.277, -1.820], [-0.931, -4.223, 2.455], [-0.664, -5.306, 3.164], [-1.257, -6.321, 2.693], [0.116, -5.378, 4.124], [-1.604, -4.593, 1.879]]
}